(1)
{
  "formula": "C26H57ClN3O6P2",
  "method": "ωB97M-V/def2-TZVPD",
  "species": ["C", "C", "N", "C", "C", "P", "Cl", "C", "N", "C", "C", "C", "C", "C", "C", "C", "C", "C", "C", "O", "C", "N", "P", "O", "O", "C", "C", "O", "H", "H", "H", "H", "H", "H", "H", "H", "H", "H", "H", "H", "H", "H", "H", "H", "H", "H", "H", "H", "H", "H", "H", "H", "H", "H", "H", "H", "H", "H", "H", "H", "H", "H", "H", "H", "H", "C", "C", "O", "C", "C", "H", "H", "H", "H", "H", "H", "H", "H", "H", "H", "C", "C", "O", "C", "C", "H", "H", "H", "H", "H", "H", "H", "H", "H", "H"],
  "coordinates": [[2.674, -2.238, 1.601], [2.111, -2.691, 0.164], [1.646, -1.471, -0.558], [0.829, -1.841, -1.793], [1.699, -2.390, -3.009], [2.156, -1.152, -4.404], [2.142, 0.554, -3.071], [0.284, -1.012, -4.799], [-0.412, 0.239, -4.302], [2.592, -0.124, -5.940], [2.292, 1.429, -5.955], [3.509, 2.401, -5.544], [4.150, 3.110, -6.867], [3.044, 3.586, -4.527], [4.334, 4.126, -3.728], [4.919, 3.099, -2.659], [4.497, 2.941, -1.322], [5.297, 1.922, -0.354], [3.275, 3.776, -0.730], [2.176, -2.574, -5.504], [3.277, -3.444, -5.213], [3.702, -4.534, -4.869], [4.249, -1.452, -3.771], [4.289, -0.975, -2.085], [5.374, -0.393, -4.488], [0.620, -0.826, 0.328], [-0.650, -1.597, 0.924], [0.718, 0.401, 0.632], [3.596, -2.843, 1.942], [3.053, -1.148, 1.532], [1.829, -2.236, 2.366], [3.023, -3.097, -0.417], [1.357, -3.550, 0.199], [0.069, -1.029, -2.021], [0.194, -2.748, -1.429], [1.112, -3.276, -3.467], [2.614, -2.914, -2.526], [0.028, -1.067, -5.928], [-0.335, -1.878, -4.343], [-1.320, -0.061, -3.895], [-0.624, 0.822, -5.123], [1.960, -0.564, -6.810], [3.665, -0.273, -6.356], [1.366, 1.813, -5.425], [2.104, 1.699, -7.072], [4.378, 1.885, -5.024], [3.343, 3.796, -7.291], [4.338, 2.254, -7.618], [5.127, 3.672, -6.614], [2.294, 3.225, -3.749], [2.550, 4.458, -5.103], [4.171, 5.171, -3.268], [5.163, 4.269, -4.523], [5.794, 2.435, -3.009], [5.559, 2.464, 0.633], [6.291, 1.581, -0.800], [4.659, 1.006, -0.119], [3.694, 4.614, -0.061], [2.628, 3.076, -0.106], [2.711, 4.273, -1.585], [5.176, -0.585, -1.888], [6.036, -0.072, -3.834], [-0.610, -1.748, 2.063], [-0.842, -2.624, 0.464], [-1.587, -0.958, 0.706], [-6.029, 0.752, 1.163], [-5.728, -0.713, 1.435], [-4.531, -0.919, 2.170], [-4.480, -0.348, 3.470], [-5.544, -0.883, 4.412], [-5.173, 1.239, 0.688], [-6.899, 0.849, 0.510], [-6.241, 1.296, 2.087], [-5.594, -1.224, 0.479], [-6.571, -1.202, 1.934], [-4.523, 0.745, 3.406], [-3.495, -0.594, 3.875], [-6.548, -0.598, 4.087], [-5.393, -0.491, 5.421], [-5.511, -1.976, 4.448], [-4.308, 0.059, 9.903], [-5.501, 0.199, 8.972], [-5.764, -0.969, 8.207], [-6.080, -2.145, 8.937], [-7.332, -2.016, 9.787], [-3.424, -0.270, 9.349], [-4.088, 1.012, 10.387], [-4.496, -0.680, 10.686], [-5.291, 0.996, 8.254], [-6.397, 0.504, 9.522], [-5.222, -2.458, 9.543], [-6.238, -2.934, 8.197], [-7.198, -1.288, 10.591], [-7.586, -2.976, 10.242], [-8.176, -1.677, 9.179]],
  "forces_ev_per_a": [[0.2, 0.5, -0.2], [2.1, -0.2, 0.0], [-2.7, -0.2, 1.0], [-0.5, -1.7, 0.4], [-0.1, -1.5, 2.0], [-1.5, 1.2, -0.2], [-0.1, 0.7, 0.3], [-2.7, -0.3, -0.8], [-0.9, -0.7, -0.5], [-0.1, 0.8, -2.4], [0.7, 1.4, -1.4], [0.1, 1.3, 0.2], [-0.6, -1.1, 0.6], [0.4, 0.0, 0.3], [0.6, -0.2, -0.4], [-0.5, -0.2, 2.0], [1.1, 0.1, -2.0], [-0.6, 0.9, 0.0], [1.3, -0.3, -0.1], [4.6, -2.6, 0.6], [-2.9, -3.7, 1.1], [-1.3, 5.0, -2.1], [2.4, -0.7, 1.7], [1.1, 0.1, -1.4], [-0.2, 0.6, 0.9], [0.2, 3.7, 1.2], [-0.6, -0.3, -0.3], [-0.3, -4.6, -1.2], [-1.8, 0.6, -0.5], [-0.7, -1.7, -0.1], [1.3, -0.2, -0.7], [-1.5, 0.7, 0.7], [0.7, 1.1, 0.2], [1.4, -0.7, 0.0], [0.7, 1.2, -0.8], [1.0, 1.5, 0.6], [-1.3, 0.9, -0.8], [0.9, -0.3, 1.6], [1.4, 1.1, -0.7], [0.8, 0.5, -0.5], [0.0, -0.2, 0.7], [0.9, 0.6, 1.5], [-1.4, 0.2, 1.0], [1.1, -1.0, -0.3], [0.2, -0.4, 1.6], [-1.4, 0.1, -0.6], [1.2, -0.7, 0.4], [0.0, 1.5, 1.0], [-1.6, -0.8, -0.6], [0.9, 0.2, -1.2], [0.8, -1.3, 0.7], [0.1, -1.7, -0.5], [-1.2, -0.1, 1.3], [-1.5, 1.1, 0.5], [-0.5, -0.9, -1.5], [-1.4, 0.5, 0.3], [0.7, 1.2, -0.3], [-0.7, -1.2, -0.8], [0.6, 1.0, -0.9], [0.6, -0.8, 1.2], [-1.0, -0.5, -0.2], [-0.8, -0.4, -0.7], [0.3, 0.5, -1.7], [0.4, 1.4, 0.6], [1.6, -0.9, 0.4], [0.1, 0.1, 0.2], [0.1, 0.1, 0.0], [0.1, -0.1, -0.1], [0.0, 0.0, 0.0], [-0.2, 0.0, -0.1], [-0.1, -0.1, 0.0], [0.0, 0.0, 0.0], [-0.1, 0.0, -0.1], [0.2, -0.1, 0.2], [-0.1, 0.1, 0.0], [-0.1, 0.0, 0.0], [0.0, 0.0, -0.2], [0.0, 0.0, 0.1], [0.0, -0.1, 0.0], [0.1, 0.1, 0.0], [0.0, -0.2, 0.1], [0.1, 0.0, 0.0], [0.0, 0.0, -0.2], [0.0, 0.0, 0.0], [0.0, 0.2, 0.1], [-0.1, 0.1, 0.0], [0.0, 0.0, 0.0], [0.0, 0.1, 0.0], [-0.1, -0.2, -0.1], [0.0, 0.0, 0.1], [0.0, 0.0, 0.1], [0.1, 0.2, -0.1], [0.0, -0.1, 0.0], [0.0, 0.1, -0.1], [0.1, -0.1, 0.0]],
  "homo_lumo_gap_ev": 5.33,
  "e_homo_ha": -0.1253,
  "charge": -1,
  "molar_mass_g_mol": 605.16
}

---

(2)
{
  "formula": "C26H57FN6O5P2",
  "method": "ωB97M-V/def2-TZVPD",
  "species": ["C", "C", "C", "C", "C", "C", "C", "C", "C", "C", "C", "C", "F", "C", "O", "O", "C", "O", "H", "H", "H", "H", "H", "H", "H", "H", "H", "H", "H", "H", "H", "H", "H", "H", "H", "H", "H", "H", "H", "O", "P", "N", "C", "C", "N", "C", "C", "N", "C", "C", "H", "H", "H", "H", "H", "H", "H", "H", "H", "H", "H", "H", "H", "H", "H", "H", "H", "H", "O", "P", "N", "C", "C", "N", "C", "C", "N", "C", "C", "H", "H", "H", "H", "H", "H", "H", "H", "H", "H", "H", "H", "H", "H", "H", "H", "H", "H"],
  "coordinates": [[4.913, -3.698, 3.738], [3.476, -3.402, 3.243], [3.135, -1.895, 3.230], [2.598, -1.345, 1.895], [3.281, -1.857, 0.618], [4.817, -1.974, 0.689], [5.583, -0.940, -0.176], [6.719, -0.262, 0.613], [6.201, 1.017, 1.275], [7.024, 1.478, 2.519], [6.097, 1.751, 3.654], [5.704, 0.927, 4.616], [6.069, -0.308, 4.820], [4.715, 1.642, 5.485], [3.946, 1.156, 6.250], [4.813, 2.972, 5.175], [5.422, 3.047, 3.907], [5.361, 4.026, 3.242], [5.562, -2.826, 3.635], [4.934, -3.971, 4.793], [5.381, -4.498, 3.163], [2.819, -3.881, 3.969], [3.358, -3.868, 2.266], [4.031, -1.327, 3.498], [2.397, -1.702, 4.009], [1.535, -1.595, 1.848], [2.638, -0.253, 1.942], [2.837, -2.805, 0.316], [3.055, -1.133, -0.168], [5.091, -2.965, 0.321], [5.206, -1.919, 1.705], [6.049, -1.478, -1.004], [4.903, -0.198, -0.597], [7.493, 0.011, -0.109], [7.130, -0.965, 1.338], [6.131, 1.833, 0.557], [5.175, 0.811, 1.599], [7.523, 2.404, 2.238], [7.735, 0.706, 2.805], [-0.746, -0.072, 1.933], [-1.705, 1.053, 1.919], [-2.058, 1.309, 3.562], [-3.302, 1.721, 4.175], [-0.901, 1.771, 4.316], [-3.051, 0.356, 1.050], [-4.285, -0.025, 1.718], [-2.643, -0.751, 0.179], [-1.909, 2.641, 1.314], [-3.227, 3.144, 0.988], [-0.973, 2.925, 0.213], [-3.459, 2.811, 4.151], [-3.292, 1.420, 5.226], [-4.163, 1.233, 3.740], [-0.697, 2.837, 4.140], [-0.014, 1.199, 4.043], [-1.068, 1.628, 5.384], [-4.124, -0.718, 2.556], [-4.944, -0.512, 0.995], [-4.845, 0.840, 2.074], [-2.518, -1.693, 0.729], [-1.703, -0.531, -0.322], [-3.393, -0.896, -0.597], [-3.671, 2.646, 0.119], [-3.123, 4.208, 0.764], [-3.915, 3.076, 1.829], [-1.221, 2.358, -0.695], [0.046, 2.668, 0.506], [-0.981, 3.988, -0.030], [-3.527, -0.337, -2.940], [-3.783, -0.627, -4.368], [-2.566, 0.226, -5.188], [-2.625, 0.897, -6.469], [-1.235, -0.294, -4.908], [-5.365, 0.099, -4.582], [-5.548, 1.340, -5.320], [-6.102, 0.204, -3.321], [-4.031, -1.923, -5.454], [-4.878, -1.762, -6.617], [-4.375, -3.168, -4.744], [-2.483, 0.217, -7.323], [-1.826, 1.641, -6.512], [-3.544, 1.448, -6.610], [-1.033, -1.222, -5.463], [-1.121, -0.497, -3.843], [-0.480, 0.442, -5.186], [-4.924, 2.160, -4.939], [-6.593, 1.646, -5.249], [-5.360, 1.214, -6.385], [-5.793, 1.068, -2.721], [-5.970, -0.687, -2.711], [-7.168, 0.298, -3.542], [-5.936, -1.643, -6.362], [-4.767, -2.661, -7.227], [-4.566, -0.928, -7.244], [-5.377, -3.123, -4.296], [-3.656, -3.361, -3.947], [-4.340, -4.018, -5.426]],
  "forces_ev_per_a": [[0.1, 0.1, -0.1], [0.6, 0.2, 0.7], [0.2, -0.1, -0.4], [-0.3, -0.3, 0.3], [0.2, 0.4, 0.3], [-0.1, 0.1, -0.6], [0.5, -0.7, 0.4], [-0.4, 0.7, -0.9], [-0.1, -0.5, 0.7], [-0.8, 0.3, -0.7], [0.7, -0.3, -0.2], [-0.2, 1.2, -0.1], [-0.1, -0.5, 0.1], [0.1, -1.0, 0.3], [0.2, 0.4, 0.2], [-0.7, 0.0, -0.5], [0.2, 0.0, 0.4], [0.1, -0.1, 0.1], [0.0, 0.0, 0.0], [0.0, 0.0, 0.0], [0.0, -0.1, 0.1], [-0.3, -0.2, -0.4], [-0.3, 0.1, 0.0], [0.0, -0.1, 0.1], [0.0, 0.2, 0.0], [0.0, 0.2, -0.2], [0.0, 0.0, 0.0], [0.0, 0.0, 0.0], [-0.2, -0.2, -0.1], [0.1, 0.0, 0.2], [-0.3, 0.0, 0.1], [-0.2, 0.1, -0.2], [0.1, 0.1, 0.0], [0.3, -0.1, 0.3], [0.1, 0.1, 0.0], [0.0, -0.1, -0.1], [0.0, 0.1, 0.0], [0.3, -0.1, 0.3], [0.1, 0.1, 0.0], [2.2, 1.8, -0.9], [-4.9, -1.6, 1.3], [-0.2, -0.5, 0.0], [-0.1, 0.4, 0.0], [0.3, 0.1, -0.2], [0.0, -0.1, 0.4], [-0.2, 0.2, 0.0], [0.2, -0.1, -0.1], [2.9, 0.0, -0.7], [-0.4, 0.0, 0.1], [0.1, -0.1, 0.0], [0.0, 0.0, 0.0], [0.1, 0.0, 0.0], [0.0, 0.1, -0.1], [0.0, 0.0, 0.1], [0.0, 0.0, 0.0], [-0.1, 0.0, 0.0], [-0.1, 0.0, 0.0], [0.1, -0.1, 0.0], [0.1, 0.0, 0.0], [0.1, 0.0, 0.0], [0.0, 0.0, 0.0], [-0.1, 0.1, 0.0], [0.0, -0.1, 0.1], [0.1, 0.0, 0.0], [0.0, -0.2, 0.0], [0.0, 0.1, 0.0], [0.0, 0.0, 0.0], [-0.1, 0.0, 0.1], [0.8, -2.8, 0.4], [-1.8, 4.2, -2.6], [-0.2, 0.5, 0.3], [0.1, -0.2, -0.3], [0.0, -0.3, 0.2], [0.3, 0.3, 0.0], [-0.1, 0.0, -0.3], [0.0, -0.1, 0.2], [0.9, -1.8, 2.1], [-0.1, 0.3, -0.3], [0.1, 0.0, 0.1], [0.0, 0.0, 0.0], [0.1, -0.1, 0.1], [0.0, -0.1, 0.0], [0.1, 0.0, 0.0], [-0.1, 0.0, 0.0], [-0.1, 0.1, 0.0], [0.0, 0.0, 0.0], [0.0, 0.0, 0.1], [0.0, -0.1, 0.0], [0.0, 0.0, 0.0], [0.0, 0.0, 0.0], [0.0, 0.0, -0.1], [0.0, 0.1, 0.1], [0.1, 0.0, 0.1], [0.0, 0.1, 0.1], [0.0, -0.1, -0.1], [0.0, 0.1, 0.0], [0.0, 0.1, -0.1]],
  "homo_lumo_gap_ev": 7.69,
  "e_homo_ha": -0.3005,
  "e_above_lowest_kcal_mol": 0.00,
  "smiles": "CCCCCCCCCCC1=C(F)C(=O)OC1=O.CN(C)P(=O)(N(C)C)N(C)C.CN(C)P(=O)(N(C)C)N(C)C",
  "molar_mass_g_mol": 614.72
}